The following is a quantum chemistry calculation of a cluster of 3 separate species, C49H59BrF10N6O5S in total, from the Open Molecules 2025 dataset.

Atoms and positions in Å:
C 5.07 -7.00 0.47
C 5.30 -5.98 -0.79
C 3.85 -5.72 -1.49
Br 4.00 -5.57 -3.50
C 3.02 -4.53 -0.83
C 1.84 -4.97 0.13
C 0.92 -3.94 0.87
C 1.24 -2.44 0.65
C 2.43 -1.97 -0.28
C 3.33 -3.01 -1.03
C 4.55 -2.57 -1.96
O 5.71 -2.77 -1.49
N 4.45 -2.02 -3.32
C 5.76 -1.36 -3.59
O 6.53 -1.72 -4.51
F 6.18 -0.24 -2.80
C 2.66 -0.37 -0.36
O 3.85 0.01 -0.41
C 1.36 0.56 -0.32
C 1.14 1.87 -1.11
C 2.27 2.45 -2.09
F 3.53 2.68 -1.43
F 1.81 3.78 -2.46
C 2.38 1.45 -3.35
F 3.63 0.75 -3.22
F 1.35 0.46 -3.40
C 2.40 2.17 -4.78
F 3.31 3.29 -4.85
F 2.96 1.20 -5.70
C 0.95 2.54 -5.38
F 1.06 3.68 -6.24
F 0.45 1.49 -6.22
F -0.05 2.76 -4.40
C -0.23 2.65 -0.99
C -1.41 2.12 -0.08
C -2.78 2.97 -0.07
C -4.11 2.33 -0.52
C -5.51 3.04 -0.55
C -5.40 4.53 -0.04
C -3.99 4.99 0.40
N -2.74 4.32 0.39
C -1.19 0.81 0.73
C -2.42 0.30 1.64
C -3.36 -0.72 0.81
C -3.21 -2.27 1.24
C -3.25 -3.23 -0.07
C -4.73 -3.80 -0.41
C -5.31 -3.08 -1.76
C -6.44 -4.00 -2.47
S -5.82 -5.65 -3.05
C -4.29 -5.40 -4.07
N -3.95 -6.11 -5.29
N -2.76 -5.73 -5.86
C -2.32 -4.68 -4.95
O -3.21 -4.48 -3.87
C 0.17 0.06 0.60
C 0.38 -1.30 1.40
O -0.03 -1.55 2.57
H 6.08 -7.34 0.93
H 4.45 -7.92 0.18
H 4.55 -6.39 1.29
H 5.80 -5.03 -0.41
H 5.95 -6.58 -1.53
H 3.26 -6.70 -1.32
H 1.65 -6.08 0.29
H 0.07 -4.32 1.55
H 4.29 -2.79 -3.99
H -0.45 3.63 -1.54
H -4.07 1.24 -0.88
H -6.48 2.55 -0.89
H -6.34 5.20 0.04
H -3.95 6.08 0.80
H -2.09 -0.16 2.64
H -3.09 1.20 1.93
H -3.20 -0.62 -0.32
H -4.45 -0.41 1.01
H -4.15 -2.52 1.87
H -2.24 -2.48 1.83
H -2.90 -2.66 -1.01
H -2.53 -4.10 0.08
H -4.72 -4.94 -0.52
H -5.44 -3.52 0.45
H -4.46 -2.78 -2.48
H -5.85 -2.13 -1.41
H -7.23 -4.21 -1.65
H -6.93 -3.41 -3.32
H -1.32 -4.19 -5.20
C 3.19 8.81 0.57
C 3.47 7.58 -0.27
N 3.94 7.89 -1.62
C 3.92 6.74 -2.52
C 4.84 5.56 -2.19
C 5.13 8.73 -1.71
C 6.40 8.24 -1.00
H 2.50 9.49 0.06
H 2.73 8.52 1.52
H 4.10 9.36 0.81
H 2.53 7.02 -0.35
H 4.17 6.93 0.27
H 4.13 7.07 -3.54
H 2.89 6.36 -2.56
H 5.88 5.79 -2.41
H 4.56 4.70 -2.81
H 4.75 5.25 -1.15
H 4.88 9.72 -1.31
H 5.37 8.92 -2.76
H 6.21 7.89 0.01
H 7.11 9.07 -0.93
H 6.90 7.45 -1.56
C -1.17 -2.27 5.29
C -2.22 -1.51 6.09
N -3.59 -1.79 5.68
C -4.57 -0.86 6.22
C -4.76 -0.83 7.74
C -3.99 -3.20 5.69
C -3.87 -3.95 7.02
H -1.30 -2.10 4.22
H -0.17 -1.92 5.57
H -1.21 -3.34 5.48
H -2.02 -0.44 5.94
H -2.07 -1.71 7.16
H -5.54 -1.03 5.75
H -4.28 0.15 5.90
H -5.31 -1.70 8.09
H -5.35 0.05 8.02
H -3.81 -0.77 8.27
H -3.40 -3.73 4.95
H -5.02 -3.29 5.33
H -2.92 -3.78 7.52
H -3.95 -5.03 6.83
H -4.68 -3.69 7.71

Total energy ... -178980.7744 eV
Spin multiplicity ... 1
Structure (SMILES) ... CC[C@H](Br)c1ccc2c(c1C(=O)NC(=O)F)C(=O)c1c(C(F)(F)C(F)(F)C(F)(F)C(F)(F)F)cc(-c3ccccn3)c(CCCCCCCSc3nnco3)c1C2=O.CCN(CC)CC.CCN(CC)CC


The following is a quantum chemistry calculation of a structure of composition C49H60AsKNO4Si3, from the Open Molecules 2025 dataset.

Atoms and positions in Å:
K -1.06 0.43 0.78
C -1.39 4.87 1.45
C -0.29 4.52 0.68
C 0.83 3.97 1.28
C 0.87 3.78 2.65
C -0.23 4.13 3.43
C -1.35 4.68 2.83
H -2.26 5.31 0.99
H -0.30 4.67 -0.39
H 1.69 3.72 0.67
H 1.74 3.36 3.13
H -0.20 3.96 4.49
H -2.21 4.96 3.43
O 0.76 -0.86 1.40
C 0.88 -1.03 2.81
C 0.01 0.19 3.49
O -0.26 0.06 4.68
O -0.23 1.10 2.68
C 2.31 -0.72 3.23
C 3.09 -1.51 4.06
C 4.37 -1.11 4.43
C 4.89 0.08 3.96
C 4.13 0.87 3.11
C 2.86 0.47 2.75
C 0.35 -2.37 3.26
C 0.31 -2.71 4.62
C -0.10 -3.97 5.02
C -0.49 -4.92 4.08
C -0.51 -4.57 2.74
C -0.10 -3.31 2.34
H 1.28 -1.56 0.99
H 2.72 -2.46 4.42
H 4.96 -1.74 5.08
H 5.89 0.40 4.26
H 4.53 1.81 2.74
H 2.25 1.08 2.09
H 0.59 -1.97 5.35
H -0.11 -4.22 6.07
H -0.78 -5.92 4.40
H -0.83 -5.29 2.00
H -0.14 -3.07 1.28
C -3.09 -1.36 2.84
O -2.74 -1.03 1.52
Si -3.62 -1.44 0.15
C -5.44 -1.72 0.67
C -3.05 -3.20 -0.31
C -3.19 -0.08 -1.02
Si -3.99 1.52 -0.49
C -3.77 1.91 1.36
C -5.89 1.64 -0.80
C -3.29 3.07 -1.36
Si -3.43 -0.50 -2.78
C -2.19 -1.81 -3.40
C -5.11 -1.22 -3.36
C -3.13 0.95 -3.99
H -4.16 -1.26 3.01
H -2.56 -0.70 3.53
H -2.81 -2.40 3.07
H -5.58 -2.66 1.21
H -6.08 -1.75 -0.22
H -5.80 -0.91 1.30
H -3.23 -3.90 0.51
H -1.98 -3.21 -0.52
H -3.58 -3.57 -1.19
H -4.26 1.14 1.97
H -4.22 2.87 1.64
H -2.73 1.95 1.66
H -6.40 0.77 -0.41
H -6.09 1.68 -1.88
H -6.33 2.53 -0.35
H -2.20 3.06 -1.35
H -3.63 3.98 -0.87
H -3.61 3.12 -2.40
H -2.39 -2.78 -2.95
H -1.18 -1.50 -3.15
H -2.23 -1.93 -4.48
H -5.31 -2.17 -2.85
H -5.15 -1.41 -4.43
H -5.93 -0.55 -3.10
H -2.27 1.54 -3.67
H -3.99 1.62 -4.01
H -2.96 0.60 -5.00
N 0.39 -2.84 -1.49
C 1.37 -2.48 -0.98
H -0.47 -2.96 -1.98
C 4.05 4.33 -2.49
C 4.16 3.79 -1.21
C 3.53 2.60 -0.91
C 2.80 1.90 -1.87
C 2.68 2.45 -3.14
C 3.30 3.66 -3.45
As 2.08 0.14 -1.29
C 1.92 -0.59 -3.11
C 0.87 -0.12 -3.89
C 0.68 -0.58 -5.19
C 1.53 -1.54 -5.71
C 2.57 -2.04 -4.93
C 2.76 -1.57 -3.64
C 3.90 -0.53 -0.88
C 4.98 -0.18 -1.68
C 6.26 -0.62 -1.38
C 6.48 -1.43 -0.27
C 5.41 -1.79 0.54
C 4.13 -1.34 0.23
H 4.54 5.26 -2.74
H 4.74 4.31 -0.46
H 3.62 2.18 0.09
H 2.13 1.94 -3.91
H 3.20 4.08 -4.44
H 0.18 0.61 -3.48
H -0.14 -0.20 -5.78
H 1.39 -1.91 -6.72
H 3.23 -2.80 -5.32
H 3.56 -1.97 -3.03
H 4.83 0.45 -2.55
H 7.09 -0.34 -2.01
H 7.48 -1.78 -0.04
H 5.56 -2.41 1.41
H 3.31 -1.64 0.86

Charge ... -1
Total energy ... -162268.3732 eV
Spin multiplicity ... 1


The following is a quantum chemistry calculation of a structure of composition C49H62Cl42N2O4S, from the Open Molecules 2025 dataset.

Atoms and positions in Å:
C 2.79 -2.35 1.04
C 2.32 -1.41 0.46
C 1.92 -0.24 -0.30
C 0.56 0.07 -0.40
C 0.10 1.17 -1.12
C -1.40 1.40 -1.19
C -1.98 0.72 -2.46
C -3.52 0.71 -2.43
C -4.14 -0.55 -1.75
C -4.73 -0.11 -0.38
C -4.55 -1.16 0.75
C -3.10 -1.69 0.88
C -3.08 -3.21 1.12
C -3.92 -4.00 0.08
C -3.48 -5.46 -0.14
C -2.23 -5.57 -1.04
O -2.28 -4.58 -2.05
C -0.96 -4.22 -2.44
C 1.04 2.01 -1.74
C 0.60 3.24 -2.51
C 0.81 4.54 -1.70
C -0.31 4.82 -0.71
O 0.13 5.76 0.27
C 2.39 1.69 -1.64
C 2.86 0.58 -0.94
N 4.27 0.27 -0.87
C 4.92 1.17 0.11
C 6.34 0.61 0.40
C 6.92 1.07 1.75
O 6.40 -0.34 1.41
C 4.90 0.33 -2.16
C 5.71 -0.75 -2.56
C 5.84 -1.93 -1.62
C 7.00 -2.91 -1.93
C 7.95 -3.07 -0.72
N 7.51 -3.86 0.40
O 9.02 -2.54 -0.75
C 6.32 -0.66 -3.81
C 6.14 0.43 -4.64
C 5.33 1.49 -4.26
C 4.72 1.41 -3.02
S 3.63 2.70 -2.44
H 3.12 -3.28 1.42
H -0.14 -0.60 0.09
H -1.62 2.45 -1.27
H -1.90 0.92 -0.34
H -1.64 -0.32 -2.52
H -1.65 1.22 -3.38
H -3.86 0.67 -3.47
H -3.95 1.63 -2.01
H -3.40 -1.34 -1.68
H -4.93 -0.92 -2.41
H -5.80 0.06 -0.51
H -4.22 0.82 -0.08
H -5.29 -1.95 0.60
H -4.82 -0.66 1.69
H -2.64 -1.22 1.76
H -2.47 -1.41 0.03
H -2.06 -3.61 1.21
H -3.55 -3.40 2.10
H -4.94 -4.02 0.46
H -3.94 -3.45 -0.86
H -3.28 -5.92 0.84
H -4.28 -6.04 -0.59
H -1.35 -5.49 -0.40
H -2.29 -6.55 -1.53
H -0.47 -5.09 -2.90
H -0.41 -3.87 -1.56
H -1.05 -3.39 -3.15
H 1.19 3.32 -3.43
H -0.46 3.16 -2.75
H 0.90 5.39 -2.38
H 1.74 4.48 -1.11
H -1.14 5.30 -1.26
H -0.68 3.92 -0.22
H -0.64 6.22 0.60
H 4.44 1.16 1.09
H 5.15 2.17 -0.27
H 7.04 0.53 -0.43
H 7.97 0.82 1.87
H 6.28 1.14 2.63
H 5.91 -1.63 -0.57
H 4.91 -2.49 -1.71
H 7.63 -2.65 -2.78
H 6.57 -3.91 -2.11
H 6.72 -3.37 0.81
H 7.20 -4.76 0.05
H 6.96 -1.46 -4.19
H 6.63 0.45 -5.61
H 5.17 2.35 -4.91
C -3.21 8.21 -1.64
Cl -2.26 7.83 -3.08
Cl -4.75 7.36 -1.67
Cl -2.30 7.82 -0.18
H -3.41 9.27 -1.64
C 1.14 9.78 0.92
Cl 1.90 11.33 1.27
Cl -0.45 9.67 1.70
Cl 0.98 9.54 -0.82
H 1.76 8.99 1.31
C -4.49 -1.87 -5.67
Cl -3.69 -2.89 -4.48
Cl -5.77 -0.92 -4.92
Cl -3.33 -0.80 -6.47
H -4.93 -2.51 -6.42
C -3.03 -5.51 -7.77
Cl -1.67 -5.23 -6.69
Cl -4.36 -4.41 -7.40
Cl -2.53 -5.34 -9.46
H -3.38 -6.53 -7.63
C -3.30 11.85 2.86
Cl -2.53 13.40 3.22
Cl -4.86 11.73 3.66
Cl -3.46 11.62 1.12
H -2.66 11.06 3.25
C 0.99 -6.72 1.91
Cl 0.44 -5.15 1.32
Cl 0.05 -8.03 1.19
Cl 2.71 -6.93 1.58
H 0.85 -6.75 2.99
C 3.81 -10.47 1.97
Cl 3.09 -11.32 0.60
Cl 2.76 -10.58 3.39
Cl 5.41 -11.12 2.33
H 3.91 -9.43 1.71
C -0.92 -2.23 4.89
Cl -0.54 -1.33 3.41
Cl -2.57 -2.86 4.86
Cl 0.23 -3.55 5.09
H -0.82 -1.56 5.74
C 2.03 -4.44 8.66
Cl 3.42 -4.08 7.63
Cl 0.69 -3.35 8.28
Cl 1.53 -6.12 8.47
H 2.31 -4.28 9.69
C -4.16 1.39 4.19
Cl -4.60 1.84 2.55
Cl -5.48 0.51 4.98
Cl -2.70 0.41 4.16
H -3.97 2.29 4.76
C 3.03 -5.66 -1.63
Cl 4.16 -6.42 -0.50
Cl 2.56 -4.06 -1.06
Cl 3.74 -5.58 -3.25
H 2.14 -6.28 -1.69
C -6.32 11.20 7.85
Cl -4.79 11.49 7.01
Cl -7.61 12.15 7.11
Cl -6.72 9.49 7.84
H -6.20 11.52 8.88
C -10.72 8.32 8.47
Cl -10.90 8.36 10.23
Cl -10.23 9.90 7.86
Cl -9.55 7.08 8.00
H -11.67 8.06 8.04
C 6.05 -4.00 -6.62
Cl 6.02 -2.75 -5.35
Cl 6.37 -5.59 -5.93
Cl 4.54 -4.00 -7.53
H 6.86 -3.76 -7.30

Total energy ... -599759.1941 eV
Spin multiplicity ... 1


no.,highest occupied orbital energy (eV),gap between HOMO and LUMO (eV)
1,-7.89,5.966
2,-4.56,6.803
3,-8.22,8.303